[1]
Molecular formula: C6H11NO
Method: DFT, wB97M-V/def2-TZVPD

Structure (XYZ):
```
19
Properties=species:S:1:pos:R:3
C -1.00 0.36 -1.17
C 2.67 0.21 -0.28
C 0.85 -1.48 0.38
C -1.58 0.74 0.17
C 1.21 -0.17 -0.28
C -2.81 0.41 0.57
O -0.67 1.36 1.07
N 0.46 0.45 -1.15
H -1.15 1.69 1.85
H -1.36 1.07 -1.93
H -1.30 -0.65 -1.46
H 2.79 1.27 -0.52
H 1.56 -1.71 1.17
H 3.19 -0.37 -1.04
H 3.12 -0.01 0.70
H -0.14 -1.43 0.84
H 0.86 -2.28 -0.36
H -3.21 0.67 1.54
H -3.48 -0.13 -0.10
```

The charge is 0. Its frontier orbital gap is 9.450 eV. The LUMO energy comes out at 0.82 eV. As for the energy relative to the best compared isomer or geometry (same formula, charge and spin): 46.8 kcal per mole. For the total energy, the calculation gives -9936.424 eV. Its structure (SMILES) is C=C(O)CN=C(C)C.

***

[2]
Molecular formula: C20H43BN2O9
Method: DFT, wB97M-V/def2-TZVPD

Structure (XYZ):
```
75
Properties=species:S:1:pos:R:3
C 1.81 -2.25 3.29
C 0.82 -1.59 3.86
C -0.30 -0.58 4.47
C -0.28 0.76 3.54
C -0.83 0.40 2.05
O -2.27 0.20 2.17
C -2.67 -1.15 1.97
O -1.98 -2.18 2.29
O -3.92 -1.38 1.31
B -4.94 -1.89 2.21
O -4.90 -3.32 2.53
O -6.02 -1.13 2.79
C -5.59 -0.31 3.92
C -4.98 1.13 3.48
H 2.59 -2.67 2.55
H -1.35 -1.07 4.50
H -0.03 -0.32 5.57
H -0.92 1.59 4.05
H 0.81 1.14 3.45
H -0.25 -0.45 1.53
H -0.67 1.37 1.41
H -4.04 -3.56 2.94
H -6.56 -0.07 4.53
H -4.91 -0.89 4.66
H -3.95 1.21 3.98
H -5.60 2.03 3.84
H -4.83 1.14 2.33
C 3.66 -4.66 -3.16
O 2.57 -3.82 -3.52
C 1.42 -4.55 -3.94
C 0.27 -4.34 -2.94
N 0.56 -5.01 -1.67
C -0.38 -4.66 -0.60
C -0.36 -3.20 -0.10
O 0.85 -2.84 0.56
C 1.87 -2.36 -0.29
H 4.52 -4.02 -2.96
H 3.43 -5.23 -2.26
H 3.91 -5.34 -3.98
H 1.63 -5.62 -4.08
H 1.11 -4.15 -4.91
H -0.65 -4.75 -3.36
H 0.15 -3.26 -2.79
H 1.50 -4.77 -1.37
H -0.14 -5.31 0.25
H -1.40 -4.91 -0.91
H -1.14 -3.11 0.65
H -0.61 -2.48 -0.89
H 1.48 -1.84 -1.17
H 2.52 -3.18 -0.60
H 2.49 -1.66 0.28
C 3.09 6.89 -1.24
O 2.09 6.58 -2.20
C 2.56 5.74 -3.25
C 1.86 4.38 -3.19
N 2.31 3.61 -2.02
C 1.50 2.41 -1.77
C 0.04 2.62 -1.37
O -0.13 3.23 -0.09
C -0.13 4.65 -0.12
H 2.67 7.62 -0.54
H 3.38 6.00 -0.69
H 3.97 7.34 -1.72
H 3.65 5.62 -3.23
H 2.30 6.22 -4.20
H 2.09 3.81 -4.10
H 0.78 4.56 -3.15
H 2.26 4.20 -1.20
H 2.00 1.86 -0.96
H 1.55 1.76 -2.66
H -0.42 1.62 -1.28
H -0.55 3.14 -2.14
H -0.55 5.05 -1.05
H 0.88 5.03 0.04
H -0.75 5.00 0.71
```

The charge is 0. Its frontier orbital gap is 9.130 eV. The LUMO energy comes out at 0.57 eV. For the total energy, the calculation gives -43516.091 eV. Its structure (SMILES) is C#CCCCOC(=O)OB(O)OCC.COCCNCCOC.COCCNCCOC.

***

[3]
Molecular formula: C6H8N2
Method: DFT, wB97M-V/def2-TZVPD

Structure (XYZ):
```
16
Properties=species:S:1:pos:R:3
C -2.64 0.45 0.41
C -0.69 0.26 -0.35
C -1.38 -1.04 -0.70
C 0.46 1.27 -0.93
C 0.64 0.39 0.34
C 1.65 -0.82 0.32
N -1.58 1.06 0.43
N -2.63 -0.84 -0.23
H -3.57 0.72 0.87
H 0.93 1.01 -1.80
H 0.18 2.27 -0.92
H 0.44 0.86 1.31
H 1.37 -1.54 -0.47
H 1.64 -1.37 1.29
H 2.69 -0.34 0.25
H -3.44 -1.47 -0.37
```

The charge is 0. Its frontier orbital gap is 9.319 eV. The LUMO energy comes out at 0.83 eV. As for the energy relative to the best compared isomer or geometry (same formula, charge and spin): 82.4 kcal per mole. For the total energy, the calculation gives -9328.132 eV.

***

[4]
Molecular formula: C22H29N3O6
Method: DFT, wB97M-V/def2-TZVPD

Structure (XYZ):
```
60
Properties=species:S:1:pos:R:3
C -2.69 -3.49 0.80
C -1.72 -4.14 -0.18
H -2.00 -3.89 -1.21
H -1.70 -5.22 -0.05
O -0.38 -3.70 0.05
C -0.05 -2.50 -0.45
O -0.80 -1.83 -1.15
C 1.28 -2.09 -0.09
C 1.86 -0.84 -0.30
N 1.16 0.18 -0.92
C 1.36 1.52 -0.87
O 2.30 2.06 -0.32
C 0.27 2.35 -1.58
N -1.07 2.21 -1.02
C -1.95 1.15 -1.49
C -3.39 1.52 -1.13
H -3.66 2.47 -1.57
H -4.07 0.75 -1.49
C -3.52 1.65 0.40
C -2.49 2.66 0.90
C -1.09 2.28 0.43
H -0.38 3.04 0.75
H -0.82 1.32 0.89
H -2.77 3.64 0.51
H -2.52 2.69 1.99
O -3.32 0.40 1.04
C -4.59 -0.11 1.40
H -5.00 -0.71 0.57
C -5.41 1.16 1.62
H -5.29 1.53 2.65
O -4.85 2.07 0.71
H -6.47 1.04 1.39
H -4.47 -0.73 2.28
H -1.87 1.06 -2.57
H -1.73 0.18 -1.03
C 0.34 2.11 -3.08
H -0.43 2.69 -3.58
H 1.31 2.44 -3.45
H 0.21 1.06 -3.34
H 0.55 3.40 -1.39
H 0.28 -0.15 -1.31
C 3.19 -0.91 0.22
C 4.26 -0.01 0.27
C 5.44 -0.43 0.84
C 5.58 -1.73 1.35
C 4.55 -2.64 1.31
C 3.34 -2.22 0.73
N 2.19 -2.91 0.55
H 2.00 -3.86 0.80
H 4.66 -3.63 1.70
H 6.53 -2.00 1.79
O 6.56 0.35 0.96
C 6.49 1.68 0.50
H 5.70 2.24 1.00
H 7.46 2.12 0.72
H 6.32 1.71 -0.58
H 4.12 0.99 -0.11
H -3.69 -3.87 0.62
H -2.69 -2.41 0.67
H -2.40 -3.72 1.82
```

The charge is 0. Its frontier orbital gap is 7.977 eV. The LUMO energy comes out at 0.37 eV. As for the energy relative to the best compared isomer or geometry (same formula, charge and spin): 45.9 kcal per mole. For the total energy, the calculation gives -40040.694 eV. Its structure (SMILES) is CCOC(=O)c1[nH]c2ccc(OC)cc2c1NC(=O)[C@@H](C)N1CCC2(CC1)OCCO2.